Entry 1:
The following is a DFT calculation (ωB97M-V with the def2-TZVPD basis set) of 2 unconnected molecules or ions with the total composition C2H2BrCl3 at a distorted geometry.

orbital gap (spin up / spin down)	3.9 / 3.9	eV
spin multiplicity	1
energy above the lowest of the compared OMol25 structures with the same formula, charge and spin	4.701	eV
total energy	-4031.813846	Eh

```
8
Properties=species:S:1:pos:R:3:forces:R:3:mulliken_charge:R:1
Br 1.4053 -1.2784 0.0070 -1.2 1.2 0.4 0.20
Cl -2.7401 -0.5068 -0.4025 1.6 -0.5 -0.1 -0.13
Cl -1.4320 1.8657 0.1660 0.8 1.2 0.6 -0.08
Cl 4.6509 0.1746 -0.2873 -1.1 -0.4 0.1 -0.54
C -0.9657 0.2795 -0.3133 -2.2 0.3 -4.2 0.09
C -0.1845 -0.4832 0.5838 3.7 -1.3 1.2 -0.27
H -0.5649 0.3263 -1.4399 -0.9 -0.4 2.7 0.35
H -0.1691 -0.3777 1.6861 -0.6 -0.1 -0.8 0.38
```
Positions in Å, forces in eV/Å.



Entry 2:
The following is a DFT calculation (ωB97M-V with the def2-TZVPD basis set) of 2 unconnected molecules or ions with the total composition C8H14N2 at a distorted geometry.

orbital gap	7.3	eV
net charge	+2
spin multiplicity	1
energy above the lowest of the compared OMol25 structures with the same formula, charge and spin	3.162	eV
total energy	-421.878423	Eh

```
24
Properties=species:S:1:pos:R:3:forces:R:3:mulliken_charge:R:1
N -0.8127 -0.6498 0.8998 0.7 1.9 -2.3 -0.27
N 2.2460 -1.6894 0.1494 -2.3 1.1 -0.4 -0.28
C -3.9105 0.7045 -0.8018 -0.4 2.2 0.9 -1.08
C 3.4458 1.9921 -0.1731 -2.1 -3.6 -4.8 -0.37
C -0.8445 -1.6655 1.5959 -1.5 -0.6 1.2 -0.17
C -2.9038 -0.1529 -0.3233 0.5 1.9 1.9 0.12
C 3.3884 0.4301 -0.4003 0.4 0.3 -0.7 -0.48
C 3.1415 1.6541 -1.4004 1.2 -0.2 3.7 -0.34
C 2.2245 -0.4228 -0.0936 -0.9 3.6 -0.6 0.71
C -1.8398 0.3070 0.5700 -0.3 0.2 1.4 -0.48
H 1.2702 -2.1363 0.1578 2.7 0.1 0.2 0.28
H -3.8947 1.7418 -0.3410 0.0 -1.3 -0.7 0.34
H -2.0928 0.8989 1.5334 -0.5 -0.8 -1.4 0.46
H -4.1485 0.7678 -1.8578 0.4 -0.2 -0.7 0.42
H 3.2360 1.7109 -2.4484 -0.3 0.3 -0.9 0.38
H 3.5081 2.6272 0.6034 0.6 2.1 2.4 0.45
H -1.5448 -2.1336 2.2478 -1.9 0.4 0.4 0.30
H -0.0271 -2.2810 1.6591 2.7 -1.1 -0.1 0.16
H -1.4771 1.1756 -0.0347 0.5 -0.3 0.1 0.37
H 3.1841 -2.0376 0.2081 0.0 -1.5 0.1 0.28
H -2.9185 -1.1740 -0.5059 0.0 -2.0 -0.9 0.47
H 1.1894 0.1526 -0.1057 2.2 -1.6 0.0 0.05
H 4.4012 0.0133 -0.6050 -1.0 -0.4 0.8 0.32
H -4.8203 0.1671 -0.5338 -0.7 -0.3 0.5 0.37
```
Positions in Å, forces in eV/Å.



Entry 3:
The following is a DFT calculation (ωB97M-V with the def2-TZVPD basis set) of a molecular structure, C28H21ClCrN3P2S2 at a distorted geometry.

orbital gap (spin up / spin down)	6.5 / 7.1	eV
spin multiplicity	4
expectation value of S²	3.852
total energy	-4227.681832	Eh

```
58
Properties=species:S:1:pos:R:3:forces:R:3:mulliken_charge:R:1
Cr -0.1717 -0.3943 -1.0001 -0.2 1.8 0.9 -0.45
Cl 0.4503 -1.3461 -2.8246 0.1 -0.8 -1.1 -0.49
S -1.5092 1.1266 -2.1083 0.1 0.0 0.0 -0.28
S 0.4464 1.2776 0.4742 0.1 -0.2 -0.1 -0.30
P 0.7279 -2.3306 0.1470 0.1 -0.9 0.8 0.95
P -1.7835 -1.3854 0.4138 -0.4 -1.0 0.5 0.87
N -3.0648 4.4381 -1.5838 0.0 -0.1 0.0 -0.46
N -0.8689 4.4567 1.7885 0.0 -0.1 0.0 -0.49
N -0.9284 -2.9078 0.2476 0.0 0.2 -0.3 -0.47
C -6.1609 -2.3674 -0.5035 0.0 0.0 0.0 -0.49
C 1.6348 -1.4427 2.6403 0.0 0.0 -0.1 -0.16
C -4.3527 -0.7923 -0.3773 0.1 0.0 0.0 -0.44
C -1.8875 -1.2181 2.2285 0.1 0.3 -0.2 0.73
C -2.3775 3.5557 -1.3144 -0.2 0.3 -0.1 -0.09
C 1.8834 -2.8722 4.5534 0.0 0.1 0.1 -0.50
C 1.9038 -5.4584 -2.2298 0.0 -0.1 0.0 -0.78
C -0.7960 3.6090 1.0129 -0.1 0.3 0.3 -0.05
C -5.2939 -3.3969 -0.1635 0.0 0.0 0.0 -0.75
C -0.7160 2.5217 0.0989 -0.1 -0.2 -0.4 0.48
C 3.2709 -5.4679 -2.0003 0.0 0.0 0.0 -0.47
C -1.7757 0.0306 2.8315 -0.1 0.0 -0.1 -0.34
C -1.8559 0.1442 4.2115 0.0 0.1 0.0 -0.68
C -3.9558 -3.1299 0.0756 0.1 0.0 0.0 -0.28
C -2.0465 -0.9860 4.9880 0.0 0.0 0.0 -0.55
C 1.9628 -1.6147 3.9786 0.0 0.0 0.1 -0.62
C 3.0242 -3.6745 -0.4270 -0.1 0.0 0.0 -0.48
C 1.0912 -4.5513 -1.5677 0.0 0.1 0.1 -0.42
C 1.6475 -3.6639 -0.6549 0.1 0.2 -0.2 0.92
C 1.2185 -2.5328 1.8865 0.1 0.2 -0.1 0.45
C -1.5139 2.4649 -1.0031 0.3 -0.2 0.4 0.68
C -2.1869 -2.2302 4.3853 0.0 -0.1 0.0 -0.67
C -5.6889 -1.0680 -0.6186 -0.1 0.0 0.0 -0.61
C 1.1403 -3.7976 2.4676 0.0 0.0 0.0 -0.44
C 3.8321 -4.5767 -1.0959 0.0 0.0 0.0 -0.66
C -3.4862 -1.8224 -0.0190 0.1 0.2 -0.3 0.68
C 1.4738 -3.9651 3.7983 0.0 -0.1 0.0 -0.74
C -2.1153 -2.3485 3.0093 0.0 0.0 -0.1 -0.29
H 2.1387 -3.0039 5.5973 0.0 0.0 0.0 0.40
H -1.7644 1.1175 4.6762 0.0 0.0 0.0 0.48
H 4.8987 -4.5861 -0.9142 0.0 0.0 0.0 0.40
H -2.2274 -3.3157 2.5367 0.1 0.0 0.0 0.25
H -2.0913 -0.9007 6.0664 0.0 0.0 0.0 0.41
H 1.4120 -4.9454 4.2535 0.0 0.0 0.0 0.42
H -3.9754 0.2187 -0.4814 0.0 0.0 0.0 0.26
H -7.2062 -2.5812 -0.6842 0.0 0.0 0.0 0.38
H -6.3612 -0.2688 -0.9009 0.0 0.0 0.0 0.44
H -2.3504 -3.1109 4.9931 0.0 0.0 0.0 0.41
H -1.2013 -3.3141 -0.6484 0.0 -0.1 0.1 0.39
H 0.0284 -4.5400 -1.7743 0.0 0.0 -0.1 0.24
H 1.6930 -0.4632 2.1821 0.0 0.0 0.1 0.21
H 0.8205 -4.6421 1.8684 0.0 0.0 0.0 0.43
H -1.6251 0.9132 2.2283 0.1 0.0 0.0 0.23
H -3.2807 -3.9377 0.3301 0.0 0.0 0.1 0.33
H -5.6613 -4.4114 -0.0798 0.0 0.0 0.0 0.40
H 1.4679 -6.1542 -2.9346 0.0 0.0 0.0 0.40
H 2.2748 -0.7626 4.5684 0.0 0.0 0.0 0.46
H 3.9026 -6.1666 -2.5328 0.0 0.0 0.0 0.39
H 3.4500 -2.9714 0.2802 0.1 -0.1 0.0 0.38
```
Positions in Å, forces in eV/Å.



Entry 4:
The following is a DFT calculation (ωB97M-V with the def2-TZVPD basis set) of a molecular structure, C41H70BN9OPb at a distorted geometry.

orbital gap	6.1	eV
spin multiplicity	1
total energy	-2389.698878	Eh

```
123
Properties=species:S:1:pos:R:3:forces:R:3:mulliken_charge:R:1
Pb 1.6075 -1.1286 -0.1934 2.2 0.5 0.7 1.41
O 4.1255 -0.4920 -0.0437 -1.0 1.1 0.8 -0.98
N 0.5730 -3.1255 -1.8414 -0.3 -0.2 -0.2 -0.56
N 4.0901 0.7113 0.8112 -1.4 -2.0 1.0 1.49
N 0.0867 -2.8077 1.5141 -0.8 -1.7 1.1 -0.19
N -0.4962 2.6863 -2.1922 0.1 1.8 -0.9 1.07
N 0.9338 0.2999 2.0706 0.2 -1.6 -2.2 1.12
N -3.4130 0.5778 -7.2893 1.5 -1.9 1.5 -0.60
N -3.3659 -0.0563 -2.3221 -1.8 -0.2 -0.3 1.01
N -2.8790 -0.1105 1.4815 1.9 -1.2 0.3 0.66
N -2.2596 3.0532 2.8269 0.9 3.3 1.5 0.28
C -1.7405 -4.4465 -4.5242 0.3 0.4 -0.1 -1.36
C -1.4126 5.2185 2.7736 -1.6 -2.9 1.3 -0.79
C 0.8946 0.8701 3.0420 -0.1 2.6 3.9 -1.33
C -4.6939 0.2451 -4.0890 1.1 1.5 -0.4 -1.15
C 4.7838 0.5387 2.1474 1.3 0.6 -0.8 1.15
C 4.3238 -0.7343 2.9028 0.1 -0.3 -1.1 -1.57
C -3.8752 0.7379 1.2895 -0.5 0.8 -0.3 -0.27
C -1.9161 -4.0624 -1.9676 0.1 -0.6 0.4 -0.40
C -4.3910 -0.9738 -2.3259 2.8 -1.7 3.6 -0.88
C 3.5331 3.0216 1.2034 -0.7 -0.8 0.7 -0.58
C -3.5940 0.7697 -3.3853 -0.7 -0.5 -0.5 -0.49
C -0.9112 4.0018 -2.0038 0.7 -1.1 0.2 -0.68
C -0.3961 -3.7055 2.0763 0.8 1.1 -0.9 0.12
C -2.8364 -0.2116 -6.6410 -1.2 2.4 -1.3 -0.11
C 2.9001 1.9740 -0.9535 -0.7 -0.5 0.1 -1.74
C -2.4912 -3.8296 -3.3446 0.0 1.0 -0.6 0.53
C 0.2773 -0.4568 5.6621 0.7 -0.4 0.6 -1.19
C 6.3453 0.5226 1.9890 -0.3 -0.2 -0.6 -1.80
C -1.1505 3.0723 2.0544 0.1 -0.8 -0.9 -0.32
C 4.4127 3.0459 2.4502 0.5 0.8 -1.4 -1.14
C 0.2042 -0.2656 -5.9436 -1.3 -0.7 0.8 -1.70
C -5.1486 -0.8862 -3.3862 -1.6 0.2 -2.0 -0.44
C -2.1990 -1.2734 -5.8779 0.7 -1.0 0.5 -0.11
C -0.1761 3.7759 -4.1384 0.4 0.1 0.0 -0.55
C 1.2505 0.7379 5.5521 -0.7 -0.4 -1.1 -0.47
C -0.0241 2.5988 -3.4864 0.1 -2.1 0.4 -0.69
C 5.3420 2.4967 -0.4386 0.5 -1.4 -1.1 -2.03
C 0.8811 1.6561 4.3670 -0.3 -1.3 -0.5 -0.67
C 4.4880 1.7132 3.1083 -0.6 -0.4 -0.6 -0.19
C -2.8146 -0.5172 2.7783 -0.7 -1.4 0.2 -0.38
C -0.8308 -6.2782 2.2156 1.8 0.6 -1.2 -0.58
C 0.7082 -6.6872 2.1174 -2.0 0.5 0.5 -1.06
C -0.5068 -3.5167 -1.8940 -1.2 -0.9 0.3 0.20
C -0.6741 4.6610 -3.1836 -1.1 1.5 0.6 -0.75
C -4.4930 0.8708 2.5057 -2.0 0.5 0.0 -1.07
C -2.3588 4.3482 3.3875 -0.1 0.1 -1.4 -0.82
C 3.9853 1.9697 0.1128 1.3 2.2 1.1 1.72
C -3.9434 -0.0388 3.4375 1.5 0.5 -0.5 -0.63
C -0.8549 -1.0402 -5.0636 0.0 0.8 -1.5 1.48
C -0.6135 4.3458 1.9629 -0.2 0.3 0.4 -0.73
C -1.0289 -4.8165 2.7824 -0.5 -1.9 0.2 -0.51
B -0.6416 -0.0242 -0.8776 -0.3 -0.2 -0.3 4.83
H 3.2552 -0.7240 3.1174 -0.1 0.3 0.1 0.11
H -0.1554 0.7621 -5.9953 0.4 0.1 -0.4 0.41
H -3.1515 4.5386 4.0959 0.0 0.2 -0.1 0.43
H 0.1743 0.5719 -0.4991 2.8 2.7 1.7 -1.64
H -2.0831 -1.2801 3.0003 0.0 0.1 0.4 0.36
H -2.1135 -4.7090 2.7658 0.0 0.6 0.2 0.30
H -2.9819 1.6556 -3.4681 -0.1 0.0 -0.5 0.40
H -0.3595 -0.3399 -1.8701 0.9 -1.3 -3.8 -0.68
H -2.0190 -5.1024 -1.6580 0.8 -0.2 0.1 0.52
H -1.9180 -3.9270 -5.4658 -0.4 0.0 0.1 0.27
H 6.1371 2.7097 0.2759 -0.6 0.4 0.3 0.22
H 5.4070 3.3481 2.1213 0.3 0.1 0.2 0.44
H -0.9032 5.6911 -3.4133 0.0 0.0 0.3 0.40
H -2.2117 -0.4503 0.8037 0.0 0.4 -0.1 -0.32
H 0.3346 1.6435 -3.8403 0.1 0.1 0.0 0.43
H -1.0772 -0.4890 -4.1498 0.0 0.0 0.0 -0.85
H -1.2407 -6.2927 1.2058 -0.1 0.0 -0.1 0.21
H 2.2682 0.3928 5.3697 0.1 0.0 0.6 0.25
H -5.3086 1.5592 2.6708 -0.2 -0.2 0.1 0.39
H -4.2747 -0.2513 4.4432 0.2 0.2 -0.1 0.44
H -2.9748 -1.7115 -5.2499 -0.1 0.3 0.4 0.01
H -2.6369 0.0198 -1.6273 -0.2 0.1 -0.3 -0.01
H -0.4146 2.0179 -1.4394 0.0 0.0 -0.5 -0.92
H -2.0677 -2.0619 -6.6189 0.5 -0.1 -0.2 0.57
H -5.9091 -1.6226 -3.5999 -0.2 0.4 -0.3 0.46
H -0.9165 2.0833 1.6889 0.6 0.4 -0.7 0.51
H -2.8919 2.2762 2.9553 0.1 0.0 0.1 0.26
H 1.2090 -0.3271 -5.5256 -0.1 0.2 0.2 0.40
H 6.8056 1.4643 1.6902 -0.5 0.5 0.5 0.33
H -1.2074 4.2502 -0.9953 -0.2 0.5 -0.3 0.41
H -2.0272 -5.4878 -4.6712 0.1 0.0 0.1 0.37
H 0.0850 4.0638 -5.1460 0.0 -0.4 0.0 0.47
H -4.0099 1.1669 0.3075 -0.3 0.2 0.2 0.44
H 5.7892 1.6543 -0.9662 0.0 -0.3 -0.3 0.46
H -4.4194 -1.7373 -1.5625 0.0 0.0 0.2 0.49
H 6.7906 0.2291 2.9397 0.2 -0.3 -0.2 0.47
H -0.7716 -0.8772 -0.2297 -0.7 -3.4 2.4 -0.82
H 1.1242 1.3286 6.4595 0.5 0.0 0.0 0.47
H 0.4549 -0.9224 6.6315 -0.2 0.0 0.2 0.43
H -0.7826 -0.2077 5.6108 0.1 0.3 -0.1 0.29
H -1.5545 0.5504 -0.9023 -2.6 2.4 0.4 -0.53
H 2.6460 2.9728 -1.3083 0.3 0.1 0.0 0.55
H 5.3000 3.2702 -1.2053 -0.4 0.3 0.3 0.39
H 2.9774 1.3206 -1.8225 0.8 0.0 0.0 0.60
H 0.8220 -7.6075 1.5446 0.1 0.1 0.1 0.34
H 0.2907 4.6876 1.4812 -0.1 -0.4 -0.3 0.55
H 1.0541 -6.8243 3.1420 0.4 -0.1 -0.1 0.32
H -1.4119 -7.0127 2.7733 0.1 0.3 0.3 0.40
H -5.0761 0.6384 -5.0194 0.0 0.1 0.1 0.58
H -2.5248 -2.7449 -3.2419 0.1 0.4 -1.5 -0.65
H -3.5485 -4.0697 -3.4566 0.0 -0.4 0.6 0.50
H -0.7081 -4.8789 3.8223 0.1 0.6 0.0 0.37
H 4.0984 3.8116 3.1594 -0.2 0.1 0.0 0.48
H 1.2421 -5.8672 1.6371 0.2 -0.2 0.0 0.29
H 0.2283 -0.7497 -6.9199 0.0 0.3 -0.2 0.45
H 3.5095 1.4645 3.5192 0.0 0.2 0.6 -0.67
H 1.9884 1.6071 -0.4820 -0.3 0.2 0.4 -0.65
H 3.3336 4.0329 0.8492 0.4 -0.1 -0.5 0.68
H -0.6556 -4.3885 -4.4359 0.1 -0.1 0.4 0.31
H 6.6560 -0.0791 1.1349 -0.1 -0.8 0.4 0.35
H -1.3774 6.2784 2.9776 0.3 -0.2 -0.1 0.45
H 1.5323 2.5278 4.3024 -0.1 -0.1 -0.3 0.48
H -2.5887 -3.5410 -1.2865 0.5 0.4 0.3 0.18
H 0.4684 -1.2831 4.9774 0.1 0.3 -0.5 0.28
H -0.3948 -1.9929 -4.8014 -0.5 -0.2 0.1 0.05
H 4.4698 -1.6338 2.3047 0.2 0.1 -0.2 0.37
H 2.5754 2.6625 1.5801 -0.5 -0.1 -0.2 -0.50
H 5.2682 1.8291 3.8606 -0.2 -0.7 0.4 0.48
H 4.8894 -0.8888 3.8217 0.0 0.3 0.1 0.37
H -0.1333 1.9669 4.6172 -0.1 0.3 -0.8 0.44
```
Positions in Å, forces in eV/Å.



Entry 5:
The following is a DFT calculation (ωB97M-V with the def2-TZVPD basis set) of a molecular structure, C17H28LuNO2P2Se at a distorted geometry.

orbital gap (spin up / spin down)	3.7 / 3.6	eV
net charge	+2
spin multiplicity	1
total energy	-5188.880365	Eh

```
52
Properties=species:S:1:pos:R:3:forces:R:3:mulliken_charge:R:1
Lu 0.0011 0.5778 0.1918 0.0 1.1 -0.8 0.53
Se 0.1277 -1.5982 2.1081 0.3 0.1 0.4 0.13
P -2.5854 0.3398 0.9722 -1.4 -0.7 -0.5 0.71
P 2.2158 0.0439 -1.2801 0.1 -0.3 -1.7 0.79
O 0.1537 1.9549 -3.6168 -0.5 0.1 -0.5 -0.70
O -0.8274 1.9143 -1.1227 0.3 0.0 0.3 -0.65
N -0.8204 -1.1136 -1.2930 0.0 0.0 0.0 0.24
C 1.1408 -0.5736 -2.6883 0.1 -0.3 -0.1 -1.35
C 2.7338 1.3511 4.6258 -0.3 -0.2 0.2 -0.31
C 3.4960 -1.2148 -1.0885 0.2 -0.3 0.6 -1.21
C -0.6411 -2.2212 -3.4124 0.2 0.4 0.2 -0.84
C -0.1180 -1.3810 -2.4222 0.0 0.1 -0.1 0.79
C -2.6124 -2.4836 -2.0807 0.0 0.1 0.4 -0.97
C -2.8542 -1.3142 0.1268 0.2 0.2 0.3 -1.19
C 3.1084 1.4301 -2.0753 -0.1 0.3 0.4 -1.28
C 3.3635 0.4231 3.7834 -0.1 -0.4 -0.5 -0.65
C -1.9000 -2.7851 -3.2321 0.4 0.1 -0.2 -0.52
C 0.5771 0.3842 4.1178 -0.3 0.6 0.4 -0.08
C -3.7072 1.4138 0.0078 0.4 0.5 -0.1 -1.24
C 2.5995 -0.4963 3.0790 0.5 0.1 -0.2 -0.12
C 1.1853 -0.5100 3.1961 0.0 0.4 0.1 0.06
C 1.3413 1.3128 4.8184 -0.5 -0.3 -0.3 -0.59
C -2.0578 -1.6306 -1.1280 0.0 -0.2 -0.4 0.81
C -3.3873 0.1962 2.5925 0.1 -0.1 0.4 -1.14
H -3.5894 -2.9194 -1.8986 0.1 0.1 -0.1 0.52
H -3.2807 1.5613 -0.9971 -0.2 -0.1 0.4 0.26
H -2.6282 -2.0795 0.8860 -0.3 0.1 -0.2 0.41
H 3.7073 1.9147 -1.2908 -0.1 -0.1 -0.3 0.40
H -4.4587 -0.0570 2.5061 0.5 0.1 0.0 0.42
H 3.0385 -2.1991 -0.9482 0.1 0.1 0.0 0.38
H 3.0620 -1.2176 2.4086 0.1 0.2 0.1 0.51
H 0.6326 2.4926 0.4205 0.8 -0.2 1.0 -0.21
H 2.3950 2.1611 -2.4805 0.2 -0.2 0.1 0.35
H 0.7861 0.3328 -3.2071 0.1 0.1 0.4 0.27
H -3.9247 -1.3246 -0.1186 0.2 -0.3 0.2 0.51
H -0.3323 2.7189 -0.8231 -0.7 -0.4 -0.5 0.21
H 0.8483 2.0235 5.4924 0.3 -0.4 -0.3 0.41
H -0.4362 1.7067 -4.3455 0.2 0.4 0.1 0.31
H 1.7617 -1.0321 -3.4682 0.1 -0.3 0.4 0.64
H 4.0714 -0.9814 -0.1839 0.0 -0.1 -0.2 0.38
H -0.5086 0.3398 4.2405 0.4 0.1 0.1 0.33
H -0.0677 -2.3465 -4.3306 -0.2 -0.2 0.3 0.48
H -3.2856 1.1666 3.1119 -0.1 -0.4 -0.2 0.40
H 4.1814 -1.2422 -1.9425 -0.2 0.1 0.1 0.42
H 3.7738 1.0747 -2.8745 -0.3 0.0 0.2 0.43
H 3.3242 2.0766 5.1717 0.0 0.0 -0.1 0.45
H -2.3180 -3.4340 -4.0021 0.1 0.2 0.3 0.44
H 4.4498 0.4390 3.6620 -0.4 0.0 0.1 0.42
H -4.7140 0.9712 -0.0428 0.3 0.1 0.1 0.46
H -2.8646 -0.5671 3.1929 -0.3 0.2 -0.2 0.33
H -0.4141 2.0039 -2.8212 0.0 0.1 0.0 0.40
H -3.7421 2.3971 0.5031 -0.1 -0.3 -0.2 0.42
```
Positions in Å, forces in eV/Å.



Entry 6:
The following is a DFT calculation (ωB97M-V with the def2-TZVPD basis set) of 2 unconnected molecules or ions with the total composition C4H7O3 at a distorted geometry.

orbital gap	7.3	eV
net charge	-1
spin multiplicity	1
energy above the lowest of the compared OMol25 structures with the same formula, charge and spin	3.876	eV
total energy	-382.266250	Eh

```
14
Properties=species:S:1:pos:R:3:forces:R:3:mulliken_charge:R:1
O -4.0651 1.7592 -1.1350 -0.5 0.5 0.1 -0.63
O 1.9267 0.6960 1.9295 -1.0 0.3 -0.1 -0.71
O -2.6232 0.5064 0.0756 0.2 0.1 0.5 -0.56
C 2.2795 -0.3769 -0.0702 -0.3 -0.4 -1.9 -0.60
C -3.5481 0.7114 -0.7418 0.9 -0.7 -0.7 -0.04
C 1.7162 -0.3022 1.1925 4.0 0.0 4.9 0.36
C 0.5792 -0.1716 -0.0782 -1.0 0.1 -2.9 -0.95
H 0.3541 0.8401 -0.3994 0.2 -0.1 -0.4 0.31
H -0.2476 -0.3298 0.6314 0.6 -0.1 0.5 0.39
H -3.8406 -0.2332 -1.2909 -0.4 0.0 0.0 0.25
H 2.5320 -1.2814 -0.6043 -0.5 -0.5 0.3 0.24
H 1.6050 -1.2576 1.7302 -1.0 -0.3 -0.4 0.30
H 2.9205 0.4116 -0.4450 -0.7 0.7 0.2 0.26
H 0.4114 -0.9720 -0.7946 -0.6 0.4 -0.3 0.38
```
Positions in Å, forces in eV/Å.



Entry 7:
The following is a DFT calculation (ωB97M-V with the def2-TZVPD basis set) of a molecular structure, CH3NO3S2 at a distorted geometry.

orbital gap	8.3	eV
spin multiplicity	1
energy above the lowest of the compared OMol25 structures with the same formula, charge and spin	2.905	eV
total energy	-1116.569965	Eh

```
10
Properties=species:S:1:pos:R:3:forces:R:3:mulliken_charge:R:1
S 0.2077 -1.2260 0.3395 1.8 -1.0 -1.3 0.51
S -2.4895 -0.7243 -0.3511 0.2 -0.7 -3.2 0.74
O -2.1965 0.5519 0.2078 -0.5 1.0 0.8 -0.43
O 0.7475 -2.2141 -0.5674 0.1 0.1 -0.4 -0.55
O -2.0155 -0.8804 -1.7420 -1.1 -0.2 2.4 -0.38
N 0.4072 0.2076 -0.5416 0.7 -1.3 1.8 -0.47
C -0.2014 -1.6238 1.7816 1.0 -2.3 -2.4 -0.48
H -0.2458 0.9052 -0.2437 -0.3 0.5 -0.4 0.35
H 0.5088 -0.0492 -1.5116 -0.3 0.2 -0.2 0.32
H -0.5356 -0.8277 2.2645 -1.7 3.6 2.8 0.39
```
Positions in Å, forces in eV/Å.